Computed, not measured: 9 unconnected molecules or ions with the total composition C20H61N3O9 at a distorted geometry, with ωB97M-V/def2-TZVPD.

Cartesian coordinates (Å):
1 C -0.26165 -3.87843 -5.42185
2 C -0.53967 -2.67023 -6.22058
3 O -0.26466 -1.67072 -5.29945
4 H 0.78737 -4.17293 -5.39162
5 H -0.72182 -4.73099 -5.92134
6 H -0.70696 -3.85462 -4.42725
7 H -1.57223 -2.59979 -6.56260
8 H 0.10554 -2.70773 -7.09829
9 H 0.14468 -0.97650 -5.82108
10 C -3.51701 6.25410 0.62091
11 C -4.28870 5.48082 -0.31897
12 O -3.89007 5.84318 -1.59097
13 H -3.70043 7.32335 0.51521
14 H -2.43231 6.19899 0.52868
15 H -3.81281 5.88253 1.60200
16 H -5.35232 5.46917 -0.08087
17 H -3.89539 4.47741 -0.15598
18 H -4.55928 6.44982 -1.91615
19 C 4.67781 7.26899 7.23455
20 C 4.38561 7.42195 8.71446
21 O 3.17553 6.75048 9.02439
22 H 4.72938 6.18979 7.09045
23 H 5.61831 7.64158 6.82870
24 H 3.92089 7.58878 6.51839
25 H 4.33699 8.44189 9.09585
26 H 5.23997 7.02856 9.26528
27 H 2.51439 7.43931 8.92445
28 C 2.65799 -3.11846 6.67269
29 C 1.37494 -3.64156 6.08036
30 O 1.71499 -4.65576 5.17544
31 H 3.39029 -2.73592 5.96170
32 H 3.18771 -3.82816 7.30816
33 H 2.45842 -2.33420 7.40289
34 H 0.69972 -2.86529 5.72040
35 H 0.80563 -4.03805 6.92107
36 H 1.36151 -4.43769 4.30993
37 O 0.06907 5.65428 -2.60457
38 H -0.86095 5.66827 -2.37853
39 H 0.34485 4.75435 -2.43048
40 O 1.06029 -4.59827 0.66605
41 H 0.71553 -3.70745 0.60425
42 H 1.87473 -4.57579 0.16364
43 C -1.99178 -0.28676 0.53744
44 C -0.63120 0.37868 0.56062
45 C -0.34859 0.90939 1.97685
46 O 0.73866 1.77469 1.91686
47 C 0.94709 2.21328 3.21062
48 N 0.37514 -0.57314 0.22324
49 H -2.16455 -0.84000 -0.38570
50 H -2.77426 0.41772 0.81945
51 H -2.02220 -1.04086 1.32391
52 H -0.81053 1.11848 -0.21953
53 H -0.19163 -0.02170 2.52140
54 H -1.24545 1.37309 2.38760
55 H 1.59540 3.08945 3.22067
56 H 1.34737 1.40700 3.82528
57 H 0.07854 2.67783 3.67743
58 H 0.16500 -0.92365 -0.70038
59 H 1.28243 -0.14435 0.10889
60 C 5.64703 4.51144 0.45941
61 C 5.78834 3.05464 -0.02039
62 C 5.03489 2.73213 -1.38108
63 O 5.03251 1.36975 -1.62546
64 C 4.58947 0.98701 -2.89522
65 N 7.22170 2.91102 -0.13088
66 H 4.59132 4.78039 0.42407
67 H 6.31488 5.17500 -0.08992
68 H 5.98239 4.60147 1.49262
69 H 5.20728 2.52269 0.73292
70 H 5.48199 3.20251 -2.25684
71 H 3.96800 2.94501 -1.31390
72 H 5.12747 1.52850 -3.67331
73 H 3.51757 1.13301 -3.02867
74 H 4.88435 -0.02035 -3.18909
75 H 7.54450 3.56104 -0.83328
76 H 7.36029 1.94527 -0.39207
77 C -7.30111 -9.00491 -5.53205
78 C -6.77314 -7.59999 -5.52552
79 C -6.96404 -6.81402 -4.18471
80 O -6.16683 -5.67339 -4.22455
81 C -5.67138 -5.21982 -2.94621
82 N -5.33916 -7.80460 -5.74084
83 H -6.67390 -9.68507 -6.10832
84 H -8.27431 -9.02866 -6.02237
85 H -7.27942 -9.49754 -4.55997
86 H -7.15667 -6.88974 -6.25801
87 H -6.61403 -7.41103 -3.34259
88 H -7.99593 -6.53556 -3.97072
89 H -5.20710 -4.25096 -3.13021
90 H -4.94166 -5.86965 -2.46317
91 H -6.39862 -5.04435 -2.15349
92 H -4.83699 -7.03800 -5.31627
93 H -5.02496 -8.53142 -5.11385

As for the frontier orbital gap: 9.43 eV. The SMILES is COC[C@H](C)N.COC[C@H](C)N.COC[C@H](C)N.CCO.CCO.CCO.CCO.O.O. The calculation puts the LUMO energy at 0.2 eV. As for the total energy: -1639.806740 Ha. The largest force on an atom comes out at 2.96 eV/Å. For the HOMO energy, the calculation gives -9.3 eV.

Computed, not measured: 9 unconnected molecules or ions with the total composition C20H62N4O11 at a distorted geometry, with ωB97M-V/def2-TZVPD.

Cartesian coordinates (Å):
1 C 5.25857 2.66797 -4.78529
2 C 5.66586 3.56065 -3.49889
3 C 5.67705 2.67497 -2.17908
4 O 4.47644 1.89557 -1.93194
5 C 3.32374 2.67934 -1.95352
6 N 7.01550 3.97598 -3.93789
7 H 6.05355 2.02705 -5.16650
8 H 5.00806 3.43232 -5.52089
9 H 4.25700 2.24904 -4.68805
10 H 5.01282 4.42553 -3.38219
11 H 5.85536 3.24596 -1.26788
12 H 6.44053 1.89793 -2.14162
13 H 2.50506 1.96910 -2.06937
14 H 3.11613 3.26409 -2.84966
15 H 3.14025 3.25694 -1.04753
16 H 6.99247 4.47063 -4.81817
17 H 7.73769 3.29972 -4.14089
18 C 1.74261 -2.68730 3.60774
19 C 2.12296 -1.17703 3.26023
20 C 3.64775 -1.11858 3.65050
21 O 4.02388 0.23575 3.73079
22 C 5.37177 0.58116 3.58749
23 N 1.97370 -1.01783 1.79851
24 H 1.96616 -2.73194 4.67364
25 H 2.32715 -3.45320 3.09800
26 H 0.67905 -2.92113 3.65527
27 H 1.65288 -0.38862 3.84805
28 H 4.29181 -1.77812 3.06886
29 H 3.65617 -1.45327 4.68781
30 H 5.40311 1.66323 3.71493
31 H 5.80672 0.26963 2.63784
32 H 6.01849 0.14695 4.34993
33 H 2.71298 -0.39319 1.50969
34 H 1.21822 -0.37584 1.60563
35 C -3.55526 -0.33114 6.61432
36 C -4.26543 -0.11918 5.32931
37 C -4.05230 -1.37975 4.37103
38 O -4.42499 -1.18408 3.06001
39 C -3.94710 -2.20830 2.20463
40 N -5.68714 0.00472 5.61128
41 H -4.16888 -0.88758 7.32280
42 H -3.57591 0.66469 7.05704
43 H -2.55668 -0.75855 6.52347
44 H -3.96786 0.72539 4.70782
45 H -4.59938 -2.17428 4.87850
46 H -2.99085 -1.62619 4.39703
47 H -4.21167 -2.13492 1.14977
48 H -4.30574 -3.22601 2.35868
49 H -2.86015 -2.17233 2.13144
50 H -6.05806 0.35404 4.73922
51 H -6.16215 -0.87636 5.74604
52 C -0.45038 -2.58513 -3.17968
53 C -0.52320 -3.37437 -4.46073
54 C 0.61319 -4.34500 -4.79122
55 O 0.17290 -5.57681 -5.35965
56 C 1.28319 -6.38454 -5.78601
57 N -1.78457 -4.16339 -4.23092
58 H 0.39113 -1.90718 -3.32229
59 H -0.27105 -3.18010 -2.28417
60 H -1.26681 -1.86534 -3.12090
61 H -0.82862 -2.77791 -5.32042
62 H 1.13439 -4.51028 -3.84827
63 H 1.34137 -3.93857 -5.49312
64 H 1.09134 -7.44718 -5.63741
65 H 2.21794 -6.21477 -5.25166
66 H 1.54243 -6.04420 -6.78854
67 H -1.66472 -4.78975 -3.44771
68 H -1.77078 -4.81087 -5.00595
69 C -6.24011 -0.38803 -3.35531
70 C -5.59458 -0.71030 -4.67835
71 O -5.76187 -2.05598 -4.83998
72 O -6.16521 0.98290 -2.90016
73 H -5.73108 -0.95894 -2.57875
74 H -7.25984 -0.76741 -3.28960
75 H -4.58384 -0.32459 -4.81151
76 H -6.03516 -0.24543 -5.56033
77 H -4.95314 -2.46245 -4.52006
78 H -5.92707 0.97127 -1.97024
79 C 0.68109 3.78878 3.18695
80 C 2.08903 4.23224 3.72254
81 O 2.28370 3.51792 4.90342
82 O -0.35402 4.33755 3.98149
83 H 0.55858 2.70679 3.23566
84 H 0.58250 4.00061 2.12228
85 H 2.08786 5.31844 3.81343
86 H 2.99548 4.00035 3.16337
87 H 2.59785 2.62643 4.73564
88 H -0.53791 3.92181 4.82703
89 O -5.15075 2.10399 1.09695
90 H -4.96783 3.04249 1.05220
91 H -4.66764 1.80173 1.86603
92 O -2.05419 4.25994 -1.52691
93 H -2.25620 4.90899 -2.20083
94 H -2.76646 4.34272 -0.89283
95 O -1.30437 1.08027 -0.11767
96 H -2.22304 0.84280 0.00838
97 H -1.33193 1.97667 -0.45224

As for the frontier orbital gap: 8.93 eV. The SMILES is COC[C@H](C)N.COC[C@H](C)N.COC[C@H](C)N.COC[C@H](C)N.OCCO.OCCO.O.O.O. The calculation puts the LUMO energy at 0.0 eV. As for the total energy: -1845.593763 Ha. The largest force on an atom comes out at 4.23 eV/Å. For the HOMO energy, the calculation gives -9.0 eV.